1.
10
Properties=species:S:1:pos:R:3:forces:R:3:mulliken_charge:R:1 method="wB97M-V/def2-TZVPD" gap_ev=8.5693 energy_ev=-87014.5974 total_charge=0 homo_energy_ev=-8.036
Br -0.03050 2.98832 0.31784 0.1 0.6 0.2 -0.087
S -0.85835 -0.38864 -2.20030 0.2 -0.5 0.4 0.070
N -0.71080 1.16722 -1.72141 0.0 1.1 0.4 -0.436
N 0.74908 -0.49178 1.49382 0.1 -0.3 0.5 -0.459
C 0.18520 -0.46946 0.27224 -1.0 4.0 -2.0 0.132
C -0.31257 1.41342 -0.56490 0.8 -4.6 0.9 0.310
C -0.20251 -1.20504 -0.74037 -0.3 0.2 -0.6 -0.366
H -0.15287 -2.26465 -0.90704 0.2 -0.3 0.3 0.362
H 0.38308 -1.16336 2.15612 0.1 0.1 0.0 0.240
H 0.95023 0.41396 1.89400 0.0 -0.1 0.0 0.233

2.
63
Properties=species:S:1:pos:R:3:forces:R:3:mulliken_charge:R:1 method="wB97M-V/def2-TZVPD" gap_ev=9.7573 smiles=COC[C@H](C)N.COC[C@H](C)N.COC[C@H](C)N.CO.CO energy_ev=-29888.3228 total_charge=0 homo_energy_ev=-9.242
O 2.07155 24.43927 15.86298 -0.5 0.0 0.2 -0.396
O -2.44791 29.05592 12.30060 -0.2 0.2 -0.1 -0.324
O 1.72925 30.98482 18.32821 0.5 0.3 -0.1 -0.353
O 2.73674 26.35702 14.13876 0.1 0.4 -0.2 -0.492
O 1.39854 28.80464 14.11342 0.1 0.8 0.8 -0.356
N 5.11357 30.27423 19.60316 -0.4 -0.2 0.3 -0.744
N -3.35150 28.70242 15.82078 0.3 0.3 0.2 -0.754
N -1.33381 24.48808 17.36740 0.5 -0.1 0.7 -0.744
C -2.74403 29.47244 13.60984 0.6 0.4 0.4 -0.773
C -2.94220 28.26837 14.47444 -0.5 -1.3 0.9 1.682
C -4.04735 27.37846 13.92111 -0.5 0.0 0.4 -1.768
C 2.85689 30.20409 18.68173 -1.3 -0.8 0.7 -0.717
C 1.06250 24.11594 16.81380 0.4 -0.6 0.0 -1.070
C 3.22611 23.67003 16.01997 0.6 -0.5 0.6 -0.931
C 1.13147 28.87804 12.74589 0.0 -0.7 -0.6 -0.685
C -2.46211 30.12628 11.38639 0.4 0.0 -0.1 -0.866
C 4.03674 32.36518 18.99092 0.0 0.8 0.6 -1.454
C -0.23046 24.79797 16.42483 -1.0 -0.5 0.5 0.825
C 3.81107 30.98023 19.56285 1.1 0.1 -1.1 0.536
C -0.06048 26.28905 16.26134 -0.4 0.2 0.0 -1.330
C 2.94843 25.86339 12.82609 0.6 0.0 0.4 -0.811
C 1.03466 30.42883 17.26044 -1.2 -1.0 -0.5 -0.606
H 0.59986 29.44157 17.51766 0.3 0.0 0.1 0.183
H 3.97227 24.01096 15.30629 -0.1 0.0 -0.1 0.294
H 0.60328 29.79764 12.50010 -0.1 0.0 0.3 0.206
H -1.19021 23.57233 17.79274 -0.1 -0.1 -0.4 0.255
H -3.48141 30.46312 11.17772 0.0 0.0 0.0 0.325
H 3.02830 22.59787 15.89601 -0.1 0.1 -0.3 0.328
H 0.31357 26.49482 15.26067 0.4 0.4 0.2 0.183
H 4.92762 29.27463 19.64270 0.2 0.0 0.1 0.267
H -3.64103 30.09852 13.71923 -0.1 -0.1 -0.5 0.364
H 3.79852 25.16960 12.81696 -0.2 -0.2 -0.1 0.309
H -1.89924 30.06915 13.99101 -0.1 0.0 0.0 0.300
H 4.28380 32.39381 17.92938 -0.1 -0.3 -0.1 0.312
H 5.60475 30.43260 18.73027 0.0 0.0 0.0 0.275
H -1.97528 29.77621 10.47584 -0.2 0.0 -0.1 0.267
H -4.99474 27.92925 13.93214 0.1 0.1 -0.4 0.370
H -3.62922 27.90346 16.37985 -0.1 -0.1 -0.2 0.303
H 3.65051 23.77238 17.03001 -0.1 0.2 -0.1 0.318
H 0.94056 23.02015 16.81428 -0.2 0.1 -0.1 0.412
H -2.04224 27.64640 14.56166 0.2 0.3 -0.5 -0.511
H 2.47768 29.32490 19.24646 0.2 0.1 -0.1 0.307
H 1.61775 30.27392 16.34665 0.2 0.2 0.1 0.319
H 2.01117 28.08149 14.30511 -0.1 -0.3 -0.3 0.392
H 0.15021 31.01882 17.01184 0.3 0.4 0.1 0.306
H -1.00512 26.82934 16.36317 -0.2 -0.3 -0.1 0.311
H 2.03292 28.86441 12.11918 0.1 0.0 0.1 0.313
H 3.15174 32.98063 19.15705 0.0 0.0 -0.2 0.348
H 3.43748 31.07070 20.57967 -0.1 -0.1 0.1 0.251
H -4.25115 26.52016 14.56998 0.4 0.0 0.0 0.457
H 0.56216 26.69422 17.06248 0.4 0.0 -0.3 0.475
H -3.80702 27.01324 12.92812 -0.1 0.1 -0.1 0.344
H 2.06362 25.38529 12.40607 0.0 0.0 -0.1 0.301
H -1.86918 30.97885 11.74474 -0.1 0.0 0.1 0.339
H 0.50648 28.02162 12.45742 0.0 0.2 -0.3 0.245
H 4.85770 32.85825 19.52097 0.0 -0.1 0.0 0.427
H 1.41670 24.34013 17.83181 -0.1 0.5 -0.1 0.347
H 3.26028 26.71038 12.21820 -0.2 0.0 -0.1 0.271
H -1.30632 25.09174 18.18747 0.1 0.3 -0.3 0.258
H -0.56525 24.33457 15.49272 0.2 0.2 -0.2 0.153
H 2.40659 25.67202 14.74216 -0.1 -0.1 -0.1 0.636
H 3.33766 29.75247 17.80572 0.2 0.5 -0.2 0.340
H -2.55607 29.08788 16.32362 0.0 0.2 -0.1 0.230

3.
11
Properties=species:S:1:pos:R:3:forces:R:3:mulliken_charge:R:1 method="wB97M-V/def2-TZVPD" gap_ev=7.8329 energy_ev=-21622.7013 total_charge=0 homo_energy_ev=-9.551
S 0.54185 2.35615 -0.29932 -1.6 -4.0 0.3 -0.132
O -0.01411 -1.63271 -0.71732 5.6 4.4 3.3 -0.532
O -2.42275 0.31134 -1.03409 1.2 0.7 0.9 -0.475
O -1.81869 0.17224 1.21653 -3.4 -1.3 -3.0 -0.480
N 2.12963 -0.52859 0.27518 -0.2 -2.7 -4.1 -0.565
C -0.12860 0.77277 -0.19646 2.8 1.8 -0.4 0.020
C 0.74531 -0.68400 -0.17452 -3.0 0.7 -1.7 0.580
C -1.59930 0.48656 -0.17811 -0.7 -1.6 2.0 0.516
H 2.66519 0.43324 0.70199 -2.5 -3.4 -2.4 0.315
H 2.65037 -1.32195 -0.71737 -1.2 3.4 4.4 0.387
H -2.74890 -0.36505 1.12350 3.1 1.9 0.7 0.367

What did the first record say?
10
Properties=species:S:1:pos:R:3:forces:R:3:mulliken_charge:R:1 method="wB97M-V/def2-TZVPD" gap_ev=8.5693 energy_ev=-87014.5974 total_charge=0 homo_energy_ev=-8.036
Br -0.03050 2.98832 0.31784 0.1 0.6 0.2 -0.087
S -0.85835 -0.38864 -2.20030 0.2 -0.5 0.4 0.070
N -0.71080 1.16722 -1.72141 0.0 1.1 0.4 -0.436
N 0.74908 -0.49178 1.49382 0.1 -0.3 0.5 -0.459
C 0.18520 -0.46946 0.27224 -1.0 4.0 -2.0 0.132
C -0.31257 1.41342 -0.56490 0.8 -4.6 0.9 0.310
C -0.20251 -1.20504 -0.74037 -0.3 0.2 -0.6 -0.366
H -0.15287 -2.26465 -0.90704 0.2 -0.3 0.3 0.362
H 0.38308 -1.16336 2.15612 0.1 0.1 0.0 0.240
H 0.95023 0.41396 1.89400 0.0 -0.1 0.0 0.233